No. 1
Density functional theory data (ωB97M-V/def2-TZVPD) for the ion C4H8NS with charge +1 at a distorted geometry.

```
14
C4H8NS (ωB97M-V/def2-TZVPD)
C -0.607 -1.010 -0.399
C 0.495 -1.160 0.620
C -1.149 0.377 -0.332
C 1.191 1.296 -0.128
N -0.213 1.256 0.352
S 1.957 -0.275 -0.112
H -0.178 -0.980 -1.428
H -1.324 -1.784 -0.262
H 0.178 -1.215 1.712
H 0.831 -2.246 0.500
H -1.697 0.718 -1.249
H 1.400 1.963 -1.009
H -0.603 2.190 0.499
H -0.281 0.870 1.235
```

Values from the calculation:
E_HOMO (alpha / beta): -0.4590 / -0.5466 Eh
charge: +1
E_LUMO (alpha / beta): -3.4 / -5.7 eV
energy above the lowest of the compared OMol25 structures with the same formula, charge and spin: 72.78 kJ/mol
E: -609.7310 a.u.
spin multiplicity: 3

***

No. 2
Density functional theory data (ωB97M-V/def2-TZVPD) for a structure of composition C3H2O3Pt at a distorted geometry.

```
9
C3H2O3Pt (ωB97M-V/def2-TZVPD)
O 0.507 0.578 0.666
C -0.932 0.658 0.668
C -1.535 -0.584 0.539
O -1.010 -1.655 0.190
Pt 0.894 -1.231 0.109
H -1.369 1.528 1.149
C 0.427 1.370 -0.482
O 0.878 0.516 -1.446
H 1.424 0.989 -2.084
```

Values from the calculation:
E_HOMO (alpha / beta): -0.5112 / -0.5141 Eh
charge: +1
E_LUMO (alpha / beta): -6.3 / -8.1 eV
energy above the lowest of the compared OMol25 structures with the same formula, charge and spin: 363.85 kJ/mol
E: -459.8846 a.u.
spin multiplicity: 4

***

No. 3
Density functional theory data (ωB97M-V/def2-TZVPD) for the molecule C5H5FS at a distorted geometry.

```
12
C5H5FS (ωB97M-V/def2-TZVPD)
F -2.981 -1.139 -0.076
C -1.879 -0.484 0.337
C -1.723 0.695 -0.230
C -0.506 1.574 -0.015
C 0.787 1.246 0.200
C 1.092 -0.132 -0.077
S 2.679 -0.675 -0.062
H -1.315 -1.152 1.129
H -2.468 1.071 -0.946
H -0.747 2.701 0.045
H 1.659 1.938 0.495
H 0.213 -0.892 -0.336
```

Values from the calculation:
E_HOMO: -0.3160 Eh
charge: 0
E_LUMO: -0.9 eV
energy above the lowest of the compared OMol25 structures with the same formula, charge and spin: 164.37 kJ/mol
E: -691.4699 a.u.

***

No. 4
Density functional theory data (ωB97M-V/def2-TZVPD) for a structure of composition C27H49BCoN6Sb at a distorted geometry.

```
85
C27H49BCoN6Sb (ωB97M-V/def2-TZVPD)
Co 0.292 0.131 -0.296
C -0.531 -0.939 4.821
C 0.004 -0.069 3.737
C 0.819 1.044 3.846
C 1.007 1.517 2.542
N 0.354 0.715 1.693
N -0.264 -0.249 2.432
B -1.390 -1.095 1.778
N -2.242 -0.149 0.891
N -1.694 0.510 -0.158
C -2.651 1.207 -0.759
C -3.851 1.014 -0.064
C -3.555 0.144 0.970
C -4.471 -0.411 2.007
C -2.403 2.032 -1.997
C -3.248 1.470 -3.148
C -0.924 1.986 -2.394
C -2.811 3.485 -1.720
N -0.761 -2.179 0.867
N -0.322 -1.851 -0.379
C -0.087 -2.987 -1.037
C -0.380 -4.068 -0.196
C -0.808 -3.519 0.999
C -1.244 -4.205 2.248
C 0.250 -3.062 -2.506
C 0.236 -1.673 -3.147
C 1.613 -3.729 -2.718
C -0.840 -3.908 -3.189
C 1.591 2.855 2.158
C 2.984 3.055 2.761
C 1.632 3.016 0.642
C 0.643 3.925 2.731
H -0.083 -0.667 5.773
H -0.313 -1.988 4.621
H -1.614 -0.835 4.908
H 1.214 1.459 4.758
H -2.064 -1.595 2.616
H -4.815 1.440 -0.289
H -5.476 -0.034 1.840
H -4.150 -0.123 3.008
H -4.495 -1.501 1.963
H -2.957 0.443 -3.377
H -3.112 2.076 -4.045
H -4.307 1.474 -2.890
H -0.593 0.948 -2.529
H -0.304 2.474 -1.638
H -0.768 2.500 -3.342
H -3.874 3.554 -1.493
H -2.607 4.102 -2.597
H -2.257 3.891 -0.871
H -0.294 -5.118 -0.421
H -1.131 -5.280 2.137
H -2.288 -3.984 2.475
H -0.644 -3.877 3.097
H 1.063 -1.053 -2.788
H -0.707 -1.166 -2.930
H 0.338 -1.763 -4.229
H 2.418 -3.127 -2.290
H 1.802 -3.848 -3.786
H 1.640 -4.715 -2.253
H -1.825 -3.469 -3.025
H -0.851 -4.930 -2.811
H -0.654 -3.943 -4.264
H 3.720 2.391 2.306
H 2.974 2.868 3.834
H 3.313 4.083 2.602
H 2.213 2.213 0.183
H 2.097 3.964 0.368
H 0.616 3.004 0.243
H 0.648 3.908 3.821
H -0.381 3.759 2.389
H 0.958 4.918 2.402
C 4.107 -1.227 -2.247
Sb 2.793 0.045 -1.132
C 3.289 1.861 -2.171
C 4.130 0.155 0.539
H 5.079 -0.737 -2.224
H 3.781 -1.346 -3.277
H 4.181 -2.204 -1.772
H 4.181 2.295 -1.721
H 2.475 2.580 -2.124
H 3.492 1.624 -3.214
H 5.056 0.622 0.207
H 4.336 -0.858 0.880
H 3.705 0.719 1.365
```

Values from the calculation:
E_HOMO (alpha / beta): -0.4195 / -0.4190 Eh
charge: +1
E_LUMO (alpha / beta): -1.9 / -3.0 eV
energy above the lowest of the compared OMol25 structures with the same formula, charge and spin: 10.06 kJ/mol
E: -3034.5403 a.u.
spin multiplicity: 4

***

No. 5
Density functional theory data (ωB97M-V/def2-TZVPD) for the molecule C4H5NO2S at a distorted geometry.

```
13
C4H5NO2S (ωB97M-V/def2-TZVPD)
N -2.585 1.050 0.025
C -1.104 0.676 0.168
C 0.198 1.219 -0.254
C 0.989 0.063 -0.230
S 2.668 -0.019 0.019
O 0.206 -0.953 -0.081
C -0.987 -0.619 0.096
O -1.977 -1.555 -0.024
H -3.076 1.499 1.018
H -2.497 1.719 -0.765
H 0.748 2.259 -0.121
H 2.452 0.337 1.597
H -2.634 -0.827 -0.052
```

Values from the calculation:
E_HOMO: -0.3082 Eh
charge: 0
E_LUMO: 0.1 eV
energy above the lowest of the compared OMol25 structures with the same formula, charge and spin: 456.98 kJ/mol
E: -758.7061 a.u.

***

No. 6
Density functional theory data (ωB97M-V/def2-TZVPD) for a structure of composition ClPd at a distorted geometry.

```
2
ClPd (ωB97M-V/def2-TZVPD)
Pd -0.239 -0.848 -0.457
Cl 0.239 0.848 0.457
```

Values from the calculation:
E_HOMO (alpha / beta): -0.6446 / -0.6274 Eh
charge: +1
E_LUMO (alpha / beta): -6.7 / -9.8 eV
energy above the lowest of the compared OMol25 structures with the same formula, charge and spin: 7.34 kJ/mol
E: -587.6568 a.u.
spin multiplicity: 3

***

No. 7
Density functional theory data (ωB97M-V/def2-TZVPD) for the ion C11H16N with charge +1 at a distorted geometry.

```
28
C11H16N (ωB97M-V/def2-TZVPD)
C -2.411 -0.770 -1.482
C -1.297 -0.887 -0.469
C 0.129 -1.027 -1.048
N 1.132 -0.217 -0.171
C 2.045 -1.174 0.416
C 1.758 0.837 -0.953
C 0.390 0.554 0.820
C 0.729 1.337 1.834
C -0.281 2.038 2.573
C -1.591 1.921 2.226
C -2.049 1.014 1.236
C -1.151 0.290 0.490
H -2.518 0.080 -2.112
H -3.373 -0.884 -0.986
H -2.421 -1.746 -2.124
H -1.305 -1.795 0.044
H 0.511 -2.094 -1.108
H 0.102 -0.661 -2.112
H 2.711 -0.708 1.177
H 1.463 -1.875 0.903
H 2.625 -1.569 -0.421
H 1.138 1.740 -1.120
H 2.572 1.161 -0.402
H 1.931 0.452 -1.932
H 1.784 1.353 2.284
H 0.157 2.644 3.352
H -2.303 2.606 2.614
H -3.077 0.989 1.025
```

Values from the calculation:
E_HOMO: -0.4684 Eh
charge: +1
E_LUMO: -2.7 eV
energy above the lowest of the compared OMol25 structures with the same formula, charge and spin: 101.15 kJ/mol
E: -483.1932 a.u.

***

No. 8
Density functional theory data (ωB97M-V/def2-TZVPD) for a cluster of 2 separate species, C4H13NO2 in total at a distorted geometry.

```
20
C4H13NO2 (ωB97M-V/def2-TZVPD)
C -1.009 -0.578 -1.577
N -0.465 -0.717 -0.126
C 0.158 1.073 1.486
C 0.511 0.388 0.121
C 2.068 0.095 0.021
O 2.333 -1.338 -0.320
H -1.475 0.398 -1.656
H -0.117 -0.447 -2.273
H -1.537 -1.455 -2.111
H -1.151 -0.613 0.738
H 0.838 1.992 1.672
H -0.856 1.382 1.511
H 0.384 0.363 2.308
H 0.338 1.070 -0.631
H 2.591 0.228 0.980
H 2.619 0.661 -0.770
H 2.323 -2.040 0.320
H -2.126 0.506 0.083
H -3.735 0.839 -0.194
O -2.983 0.872 0.395
```

Values from the calculation:
E_HOMO (alpha / beta): -0.5483 / -0.5471 Eh
charge: +1
E_LUMO (alpha / beta): -3.1 / -8.6 eV
energy above the lowest of the compared OMol25 structures with the same formula, charge and spin: 343.97 kJ/mol
E: -365.0160 a.u.
spin multiplicity: 2